A structure of composition C18H23B2Cl3O4, computed with ωB97M-V/def2-TZVPD.

Geometry as XYZ:
```
50
C18H23B2Cl3O4 (ωB97M-V/def2-TZVPD)
Cl -3.0560 -0.0961 3.0689
B -1.1602 0.1161 3.3254
Cl -0.7320 1.1269 4.8418
Cl -0.6616 -1.7133 3.9342
O -0.5094 0.5863 2.1722
C 0.3137 1.8843 1.6125
C -0.3954 3.0373 2.3847
C 0.3979 3.8414 3.2019
C -0.1903 4.6926 4.1418
C -1.5722 4.8462 4.1831
C -2.3647 4.0842 3.3210
C -1.7765 3.2487 2.3600
H 1.3031 1.7512 2.1183
H 1.4932 3.7280 3.1212
H 0.4632 5.2195 4.8528
H -2.0197 5.4939 4.9507
H -3.4560 4.1318 3.4172
H -2.4073 2.7406 1.6101
C 0.1698 1.0594 -3.1803
C 0.7031 1.6056 -1.9594
C 1.9469 2.1173 -1.6638
C 1.8817 2.4237 -0.2806
C 0.6657 1.9887 0.2580
B 0.9258 -2.8396 -1.3087
O 1.8604 -2.8257 -0.4166
C 1.0679 -2.6418 0.7426
C 1.1785 -3.8148 1.6846
C 1.6726 -1.4291 1.4141
C -0.4499 -2.5468 0.1946
C -1.5045 -3.3734 0.9238
C -0.8958 -1.1094 0.1321
O -0.3600 -3.0399 -1.1694
O -0.0992 1.5967 -0.8351
H 0.8591 1.1511 -4.0080
H -0.0715 -0.0026 -3.1543
H -0.7369 1.5906 -3.4796
H 2.8118 2.2210 -2.3207
H 2.6243 2.9913 0.2557
H 0.6203 -3.5594 2.6037
H 0.7607 -4.7271 1.2424
H 2.2275 -3.9866 1.9421
H 1.1924 -1.1989 2.3694
H 2.7339 -1.6382 1.5897
H 1.6307 -0.5235 0.7947
H -1.5294 -2.9989 1.9565
H -2.4919 -3.1774 0.4663
H -1.3315 -4.4564 0.9002
H -1.8584 -1.0190 0.6276
H -0.2929 -0.4253 0.7497
H -0.9057 -0.6890 -0.8844
```

Values from the calculation:
Max |F| ... 7.10 eV/Å
Molecular weight ... 431.36 g mol⁻¹
Frontier orbital gap ... 4.48 eV

=====

A structure of composition C18H23BF4N3O2P2Ti, computed with ωB97M-V/def2-TZVPD.

Geometry as XYZ:
```
54
C18H23BF4N3O2P2Ti (ωB97M-V/def2-TZVPD)
Ti -0.3923 0.9309 -0.2900
C -1.5889 3.7223 2.1756
P -0.4887 2.2808 2.0846
C -0.6439 1.4977 3.7281
C 1.1922 3.0206 2.1430
C 2.2729 1.9491 1.9789
P 2.1194 1.0950 0.3568
C 3.2436 -0.3275 0.5264
C 3.0187 2.2096 -0.7736
H -1.3599 4.3537 3.0351
H -2.6262 3.3947 2.2402
H -1.4837 4.3045 1.2595
H -0.2973 2.1692 4.5153
H -0.0696 0.5721 3.7751
H -1.6893 1.2572 3.9274
H 1.3241 3.5694 3.0786
H 1.2453 3.7522 1.3319
H 2.1787 1.1910 2.7619
H 3.2726 2.3779 2.0780
H 4.2439 -0.0165 0.8310
H 3.3195 -0.8547 -0.4253
H 2.8487 -1.0216 1.2688
H 4.0081 2.4595 -0.3879
H 2.4435 3.1245 -0.9175
H 3.1375 1.7324 -1.7474
O -1.3743 -6.4791 -2.0067
N -1.4469 -5.7581 -1.0404
O -1.7069 -6.1253 0.0846
C -1.1358 -4.3139 -1.2479
C -0.5680 -4.0106 -2.4295
C -0.1886 -2.6650 -2.7256
C 0.3348 -2.2883 -3.9741
C 0.6374 -0.9701 -4.2047
C 0.4384 -0.0463 -3.1762
N -0.0323 -0.3874 -1.9858
C -0.3615 -1.6790 -1.7527
C -0.9729 -2.0156 -0.4868
N -1.1601 -0.9932 0.3875
C -1.8361 -1.2295 1.4990
C -2.3501 -2.4860 1.8144
C -2.1296 -3.5399 0.9657
C -1.4141 -3.3253 -0.2318
H -0.4019 -4.7908 -3.1578
H 0.4778 -3.0350 -4.7450
H 1.0201 -0.6308 -5.1561
H 0.6527 1.0064 -3.3182
H -1.9750 -0.3872 2.1630
H -2.9109 -2.6142 2.7289
H -2.5049 -4.5211 1.2021
F -2.3349 4.1269 -1.2884
B -1.7322 2.9701 -1.6155
F -2.2983 1.8356 -0.8976
F -1.6110 2.6713 -2.9359
F -0.3437 2.9373 -1.0231
```

Values from the calculation:
Max |F| ... 1.02 eV/Å
Spin multiplicity ... 3
Expectation value of S² ... 2.0064
Total charge ... +1
Molecular weight ... 510.02 g mol⁻¹
Frontier orbital gap (alpha / beta) ... 6.13 / 8.16 eV

=====

A structure of composition C18H23BrNO2PdSb2, computed with ωB97M-V/def2-TZVPD.

Geometry as XYZ:
```
48
C18H23BrNO2PdSb2 (ωB97M-V/def2-TZVPD)
Pd 0.3240 -0.4631 -0.0309
Br -1.1033 0.3670 -3.2539
C -1.8185 -1.0876 -2.2902
C -2.8858 -1.7914 -2.8239
C -3.4241 -2.8227 -2.0751
C -2.9107 -3.0876 -0.8129
C -1.8555 -2.3296 -0.3525
N -1.2895 -1.3692 -1.1098
C -1.3573 -2.5169 1.0817
O -1.8696 -3.3736 1.7581
O -0.4157 -1.7055 1.4617
H -3.2819 -1.5242 -3.7921
H -4.2572 -3.3926 -2.4637
H -3.3152 -3.8456 -0.1578
C 2.7830 2.2503 1.5541
Sb 1.8963 0.3408 1.7008
C 0.7876 0.3480 3.4949
C 3.5691 -0.9571 2.0029
C 4.6983 -0.5401 1.1027
C 5.6676 0.3176 1.6274
C 6.7260 0.7766 0.8639
C 6.8366 0.3726 -0.4586
C 5.8848 -0.4786 -0.9904
C 4.8067 -0.9415 -0.2335
C 3.8002 -1.8263 -0.9089
Sb 2.1666 -0.7089 -1.7412
C 1.5685 -2.0690 -3.2570
C 3.1349 0.8215 -2.8408
H 3.3860 2.4265 2.4432
H 2.0012 3.0038 1.4855
H 3.4172 2.2958 0.6714
H 1.4590 0.4878 4.3402
H 0.2741 -0.6082 3.5532
H 0.0632 1.1588 3.4595
H 3.2130 -1.9760 1.8571
H 3.8636 -0.8499 3.0465
H 5.5959 0.6148 2.6677
H 7.4658 1.4325 1.3022
H 7.6648 0.7077 -1.0682
H 5.9812 -0.8083 -2.0189
H 3.3687 -2.5828 -0.2538
H 4.2545 -2.3392 -1.7569
H 2.4303 -2.2535 -3.8973
H 0.7568 -1.6557 -3.8487
H 1.2492 -3.0027 -2.7971
H 3.8210 0.3829 -3.5633
H 3.6894 1.4702 -2.1655
H 2.3755 1.4014 -3.3618
```

Values from the calculation:
Max |F| ... 0.95 eV/Å
Energy above the lowest of the compared OMol25 structures with the same formula, charge and spin ... 0.0 kcal per mole
Total charge ... +1
Molecular weight ... 715.23 g mol⁻¹
Frontier orbital gap ... 7.61 eV

=====

The molecule C18H23ClN2O3, computed with ωB97M-V/def2-TZVPD.

Geometry as XYZ:
```
47
C18H23ClN2O3 (ωB97M-V/def2-TZVPD)
O 2.2647 -3.3914 -1.7866
C 2.2838 -2.2812 -1.2908
C 2.7367 -1.9891 0.1234
C 1.6400 -1.2167 0.8589
C 1.2376 0.0615 0.0916
C 1.6730 1.2853 0.8838
O 2.8236 1.6762 0.9327
N 0.6936 1.9370 1.5454
C 0.9652 3.0390 2.4505
C -0.0065 2.9596 3.6305
C -0.2320 1.4887 3.9765
C -0.9235 0.8128 2.7857
O -0.6199 1.4881 1.5650
C 1.9275 0.1040 -1.2803
N 1.8723 -1.1721 -1.9464
C 1.3263 -1.2965 -3.2804
C -0.0626 -1.9610 -3.2793
C -1.0013 -1.2874 -2.3220
C -1.3757 -1.9167 -1.1411
C -2.2233 -1.2976 -0.2386
C -2.6987 -0.0273 -0.5183
Cl -3.7722 0.7485 0.5896
C -2.3340 0.6234 -1.6857
C -1.4908 -0.0114 -2.5790
H 3.6529 -1.3963 0.0986
H 2.9466 -2.9326 0.6273
H 1.9967 -0.9616 1.8596
H 0.7665 -1.8626 0.9677
H 0.1564 0.0890 -0.0474
H 2.0032 2.9305 2.7756
H 0.8637 3.9915 1.9199
H -0.9617 3.4116 3.3569
H 0.4018 3.5037 4.4807
H 0.7329 1.0151 4.1704
H -0.8483 1.3842 4.8680
H -2.0099 0.8852 2.8595
H -0.6377 -0.2444 2.7112
H 1.4435 0.8556 -1.9056
H 2.9706 0.4109 -1.1263
H 1.2780 -0.3021 -3.7264
H 2.0040 -1.9204 -3.8713
H -0.4614 -1.9198 -4.2947
H 0.0652 -3.0055 -2.9960
H -1.0013 -2.9071 -0.9274
H -2.5175 -1.7959 0.6722
H -2.7108 1.6128 -1.8922
H -1.2166 0.4921 -3.4949
```

Values from the calculation:
Max |F| ... 0.91 eV/Å
Energy above the lowest of the compared OMol25 structures with the same formula, charge and spin ... 6.0 kcal per mole
Molecular weight ... 350.85 g mol⁻¹
SMILES ... O=C1CC[C@@H](C(=O)N2CCCCO2)CN1CCc1ccc(Cl)cc1
Frontier orbital gap ... 9.63 eV

=====

A structure of composition C18H23CrN9O3P, computed with ωB97M-V/def2-TZVPD.

Geometry as XYZ:
```
55
C18H23CrN9O3P (ωB97M-V/def2-TZVPD)
Cr -0.0012 -0.5778 0.4075
C -2.2115 -4.5195 -2.8221
N -1.9090 -3.8042 -1.6017
C -2.1672 -4.2458 -0.3281
C -1.6304 -3.3238 0.5210
N -1.0410 -2.3325 -0.2125
C -1.2135 -2.6411 -1.4866
P -0.8366 -1.4616 -2.8189
C -1.5701 -0.0396 -2.0089
N -1.3608 0.3425 -0.7336
C -2.0081 1.5548 -0.6043
C -2.5796 1.9102 -1.7859
N -2.3034 0.9141 -2.6800
C -2.7241 0.8643 -4.0553
C 0.8745 -1.0649 -2.4080
N 1.1647 -0.4932 -1.2354
C 2.4108 0.0790 -1.3748
C 2.8590 -0.1359 -2.6394
N 1.8916 -0.8447 -3.3028
C 1.9965 -1.3922 -4.6310
H -3.0564 -5.1801 -2.6390
H -1.3582 -5.1126 -3.1526
H -2.4776 -3.8129 -3.6060
H -2.7057 -5.1597 -0.1493
H -1.6209 -3.2987 1.5965
H -2.0282 2.0768 0.3337
H -3.1603 2.7713 -2.0674
H -3.3346 1.7408 -4.2603
H -3.3143 -0.0333 -4.2491
H -1.8632 0.8679 -4.7278
H 2.8856 0.5932 -0.5589
H 3.7809 0.1450 -3.1186
H 2.6895 -0.7845 -5.2106
H 1.0218 -1.3690 -5.1194
H 2.3560 -2.4235 -4.6154
N 0.1455 2.8890 1.2933
N 1.5121 2.7479 1.5556
C 2.0624 1.4859 1.8402
O 3.1333 1.4902 2.4545
O 1.4423 0.4613 1.4187
H 0.0063 3.4536 0.4650
H -0.3351 3.3172 2.0776
H 1.9735 3.4844 2.0683
O -0.4839 -1.2885 2.3389
N -0.4899 -0.3018 3.2114
C 0.6246 -0.0571 3.9258
C 0.6608 1.0034 4.8063
C -0.4594 1.8059 4.9584
C -1.5980 1.5294 4.2086
C -1.5854 0.4756 3.3266
H 1.4551 -0.7058 3.7029
H 1.5805 1.1941 5.3384
H -0.4460 2.6417 5.6439
H -2.4931 2.1288 4.2911
H -2.3942 0.1998 2.6669
```

Values from the calculation:
Max |F| ... 0.52 eV/Å
Spin multiplicity ... 2
Expectation value of S² ... 0.8007
Molecular weight ... 496.41 g mol⁻¹
Frontier orbital gap (alpha / beta) ... 4.65 / 4.80 eV

=====

A cluster of 2 separate species, C18H23F3NO5S2 in total, computed with ωB97M-V/def2-TZVPD.

Geometry as XYZ:
```
52
C18H23F3NO5S2 (ωB97M-V/def2-TZVPD)
C -3.6821 -2.3003 4.8383
C -3.0453 -2.6730 3.5321
O -2.2026 -1.5232 3.2547
C -1.6645 -1.5309 2.0357
C -0.5201 -0.5961 1.8812
C 0.6988 -1.4021 1.6469
O 0.6928 -2.4795 1.0574
C 2.0088 -0.7903 2.1373
C 2.4076 0.4883 1.3960
C 1.3317 1.5700 1.3629
C 0.5419 1.6504 2.6786
C -0.5437 0.5650 2.7951
O -2.1160 -2.2336 1.1261
H -4.1432 -3.1647 5.3067
H -2.9428 -1.8780 5.5241
H -4.4549 -1.5448 4.6644
H -2.4067 -3.5637 3.5991
H -3.7834 -2.7883 2.7330
H 1.9277 -0.6433 3.2300
H 2.7772 -1.5522 1.9578
H 3.2937 0.9017 1.9029
H 2.7097 0.2363 0.3697
H 1.8077 2.5426 1.1652
H 0.6322 1.4076 0.5276
H 1.2363 1.5601 3.5313
H 0.0462 2.6322 2.7392
H -1.5398 1.0396 2.7418
H -0.4596 0.1498 3.8141
C 1.2211 -0.3054 -1.8148
N -0.2039 -0.0257 -1.8362
S -1.1319 -0.7958 -0.4788
C -2.0653 -2.0041 -1.5437
F -3.3323 -2.1057 -1.0865
F -2.1129 -1.6370 -2.8380
F -1.4558 -3.2058 -1.4703
S -0.7257 1.4972 -2.2923
C 0.5111 1.7897 -3.5424
C 1.3585 2.8970 -3.4230
C 2.4706 3.0093 -4.2710
C 2.6542 2.0941 -5.3147
C 1.7328 1.0551 -5.4990
C 0.6380 0.9194 -4.6369
O -1.9991 1.3882 -2.9587
O -0.5359 2.4262 -1.1983
H 1.3298 -1.2957 -1.3636
H 1.5778 -0.3447 -2.8457
H 1.8011 0.4596 -1.2741
H 1.1670 3.6282 -2.6382
H 3.2001 3.8096 -4.1151
H 3.5091 2.1938 -5.9957
H 1.8806 0.3434 -6.3164
H -0.0969 0.1296 -4.7958
```

Values from the calculation:
Max |F| ... 2.83 eV/Å
Energy above the lowest of the compared OMol25 structures with the same formula, charge and spin ... 12.7 kcal per mole
Total charge ... -1
Molecular weight ... 454.51 g mol⁻¹
Frontier orbital gap ... 5.76 eV

=====

A structure of composition C18H23FeN2O4, computed with ωB97M-V/def2-TZVPD.

Geometry as XYZ:
```
48
C18H23FeN2O4 (ωB97M-V/def2-TZVPD)
C -0.8745 1.4774 3.8199
O -1.4100 1.4222 2.4837
C -0.5728 1.2222 1.3874
C -0.2256 2.3275 0.5243
C 1.1701 2.2473 -0.0723
C 1.3704 0.9218 -0.6926
C 0.4093 -0.0619 -0.3729
C -0.2238 -0.0422 0.9117
Fe -1.3458 1.1302 -0.6016
C -1.6646 2.5442 -1.6348
O -2.0822 3.3325 -2.3854
C -2.9226 1.3893 0.1290
O -4.0147 1.6232 0.4419
C -2.0966 -0.0481 -1.7650
O -2.8359 -0.4075 -2.5852
H -1.7563 1.5740 4.4625
H -0.3157 0.5522 4.0385
H -0.2178 2.3584 3.9170
H -0.6012 3.3024 0.8497
H 1.3558 3.1007 -0.7526
H 1.9233 2.3552 0.7289
H 2.1235 0.7928 -1.4874
H 0.3384 -0.9972 -0.9425
H -0.4913 -0.9359 1.4804
C 3.7263 0.2787 -3.7883
C 5.0485 0.8994 -3.3930
C 6.1788 0.2415 -4.1805
C 5.0943 2.3995 -3.6784
N 5.2501 0.6703 -1.9630
C 4.3052 0.2454 -1.1073
N 4.9914 0.0064 0.0506
C 4.5534 -0.7709 1.1928
C 6.3215 0.4122 -0.0724
C 6.4681 0.8542 -1.3304
H 2.9068 0.6480 -3.1710
H 3.5138 0.5253 -4.8348
H 3.7937 -0.8109 -3.6944
H 7.1614 0.6653 -3.9315
H 6.1923 -0.8429 -4.0079
H 5.9952 0.4105 -5.2532
H 6.0936 2.8058 -3.4657
H 4.8800 2.5781 -4.7430
H 4.3427 2.9404 -3.0895
H 3.5877 -1.2640 1.0043
H 5.3250 -1.5431 1.3627
H 4.4663 -0.1834 2.1254
H 7.0545 0.2308 0.6928
H 7.3592 1.1723 -1.8460
```

Values from the calculation:
Max |F| ... 5.55 eV/Å
Spin multiplicity ... 5
Energy above the lowest of the compared OMol25 structures with the same formula, charge and spin ... 30.9 kcal per mole
Expectation value of S² ... 6.1658
Total charge ... +1
Molecular weight ... 387.24 g mol⁻¹
Frontier orbital gap (alpha / beta) ... 5.13 / 3.99 eV

=====

A structure of composition C18H23I2NO3S2ScYb, computed with ωB97M-V/def2-TZVPD.

Geometry as XYZ:
```
51
C18H23I2NO3S2ScYb (ωB97M-V/def2-TZVPD)
I -0.7342 -4.0215 -1.2515
I -0.7223 -3.2083 -4.0114
Yb -0.0862 0.3156 -3.2991
Sc -0.2357 -0.1997 0.0675
S 1.3006 -1.2647 -1.6590
S -1.8377 -0.8026 -1.6174
C 1.6832 0.2236 1.3826
C 3.2078 -0.7009 -1.7969
C -3.4570 0.3750 -1.4775
C 3.6644 -1.0129 -3.2273
C 3.5322 0.7383 -1.4304
C 3.7405 -1.7047 -0.7648
C -4.1080 0.2377 -2.8553
C -3.2486 1.8324 -1.0936
C -4.1516 -0.4370 -0.3755
C 1.7940 1.8766 -4.2414
C -1.5123 2.4089 -4.0755
O 2.5100 0.3285 2.1822
O 2.6010 2.4033 -4.8887
O -2.1779 3.1748 -4.6438
H 3.2404 -0.3013 -3.9697
H 3.2916 -2.0123 -3.5159
H 4.7773 -0.9983 -3.2909
H 3.1310 1.4742 -2.1545
H 4.6384 0.8381 -1.4152
H 3.1376 0.9996 -0.4331
H 3.3148 -1.4630 0.2366
H 4.8471 -1.7052 -0.7455
H 3.3504 -2.7086 -1.0451
H -5.1574 0.6017 -2.8049
H -4.0897 -0.8269 -3.1560
H -3.5448 0.7945 -3.6375
H -4.2586 2.2800 -0.9664
H -2.7051 2.4198 -1.8618
H -2.6974 1.9335 -0.1413
H -5.1952 -0.0903 -0.2379
H -3.5584 -0.3551 0.5642
H -4.1168 -1.5096 -0.6742
N -1.5476 0.6055 1.4926
C -1.8121 0.6093 2.6424
C -1.8556 0.5433 4.0268
C -3.0552 0.9055 4.6626
C -3.0895 0.8502 6.0557
C -1.9478 0.4413 6.7598
C -0.7590 0.0839 6.1062
C -0.6982 0.1323 4.7132
H -3.9042 1.2169 4.0558
H -4.0138 1.1284 6.5592
H -1.9904 0.4023 7.8415
H 0.1275 -0.2344 6.6530
H 0.2082 -0.1270 4.1549
```

Values from the calculation:
Max |F| ... 6.11 eV/Å
Spin multiplicity ... 2
Expectation value of S² ... 0.7511
Total charge ... +4
Molecular weight ... 837.32 g mol⁻¹
Frontier orbital gap (alpha / beta) ... 5.33 / 4.53 eV